Molecular formula: C41H59ClCsN5PSbSe4
Method: DFT, ωB97M-V with the def2-TZVPD basis set

Last column: Löwdin charge in e.
Geometry (Å):
Cs (1.47840, 2.16367, 0.69933)  0.50
N (-1.55425, 2.88572, 2.04838)  -0.03
C (-2.98187, 2.58346, 2.17432)  -0.29
C (-3.17621, 1.15045, 2.63476)  -0.29
N (-2.62662, 0.22546, 1.64907)  0.03
H (-1.09015, 2.71208, 2.93624)  0.05
H (-1.41537, 3.85878, 1.80283)  0.07
H (-3.44169, 2.70805, 1.19248)  0.06
H (-3.49971, 3.24671, 2.88281)  0.10
H (-4.24972, 0.96494, 2.74990)  0.10
H (-2.71330, 1.02740, 3.62500)  0.09
H (-2.47474, -0.67712, 2.09281)  0.05
H (-1.69707, 0.57209, 1.42475)  0.04
C (2.40839, -1.92537, 5.44325)  -0.05
C (3.49611, -1.23668, 4.66502)  -0.27
C (4.69116, -0.94066, 5.32430)  -0.07
C (5.74772, -0.30308, 4.69496)  -0.10
C (5.62320, 0.07003, 3.36552)  -0.09
C (4.44171, -0.20380, 2.69840)  -0.10
C (3.37365, -0.86704, 3.31496)  -0.31
P (1.95407, -1.05519, 2.13344)  1.05
C (2.74568, -2.25693, 0.97365)  -0.30
C (2.81362, -1.80000, -0.34162)  -0.12
C (3.47218, -2.51227, -1.33411)  -0.09
C (4.06390, -3.72226, -1.01684)  -0.10
C (3.99907, -4.19636, 0.28633)  -0.06
C (3.36427, -3.47860, 1.29606)  -0.26
C (3.40169, -4.01863, 2.69794)  -0.04
C (0.52332, -1.85541, 2.87453)  -0.38
C (0.03936, -3.07740, 2.41964)  -0.16
C (-1.18412, -3.59668, 2.82055)  -0.15
C (-1.94415, -2.83819, 3.72922)  -0.15
C (-1.51622, -1.61813, 4.18099)  -0.11
C (-0.27572, -1.01867, 3.75431)  -0.41
C (0.10453, 0.23872, 4.18153)  -0.09
H (2.76235, -2.16214, 6.44823)  0.07
H (2.08188, -2.84713, 4.96522)  0.06
H (1.52843, -1.28289, 5.51909)  0.06
H (4.78675, -1.22570, 6.36693)  0.10
H (6.65762, -0.09004, 5.24354)  0.09
H (6.42761, 0.58421, 2.85431)  0.10
H (4.33780, 0.10458, 1.66055)  0.08
H (2.33371, -0.85924, -0.58395)  0.06
H (3.53191, -2.11162, -2.33922)  0.10
H (4.58596, -4.29426, -1.77514)  0.09
H (4.46964, -5.14170, 0.53599)  0.10
H (3.65155, -5.08094, 2.69228)  0.08
H (2.44583, -3.88814, 3.20044)  0.05
H (4.15495, -3.49235, 3.28876)  0.08
H (0.63637, -3.64014, 1.70756)  0.09
H (-1.53728, -4.54882, 2.44660)  0.07
H (-2.89957, -3.22085, 4.07706)  0.09
H (-2.13424, -1.05607, 4.87495)  0.09
H (1.08506, 0.65192, 3.97614)  0.01
H (-0.52768, 0.79391, 4.86588)  0.03
Se (3.12570, 5.07058, 0.59757)  -0.41
Se (3.47554, 5.25710, -1.71180)  -0.21
Se (1.58580, 4.09447, -2.61151)  -0.29
Se (2.22043, 3.67916, -4.82260)  -0.28
C (-6.57193, 2.69068, -1.38506)  -0.20
C (-5.77669, 2.17637, -2.58541)  -0.59
C (-6.60216, 1.16506, -3.37304)  -0.16
Sb (-3.77962, 1.58542, -1.86174)  1.53
C (-4.04249, -0.56052, -1.66155)  -0.58
C (-5.09243, -0.88252, -0.60323)  -0.16
C (-4.22931, -1.34737, -2.95344)  -0.14
C (-2.65201, 1.61866, -3.72286)  -0.59
C (-1.67499, 2.78940, -3.64622)  -0.20
C (-3.47015, 1.64337, -5.00632)  -0.15
H (-7.54265, 3.09425, -1.69870)  0.06
H (-6.03609, 3.47701, -0.85017)  0.05
H (-6.76843, 1.88754, -0.66865)  0.06
H (-5.56226, 3.02783, -3.24104)  0.07
H (-6.83686, 0.28640, -2.77110)  0.05
H (-6.09151, 0.82583, -4.27383)  0.05
H (-7.55888, 1.60802, -3.68083)  0.07
H (-3.07362, -0.84022, -1.24269)  0.04
H (-6.09956, -0.59077, -0.91197)  0.05
H (-4.84599, -0.37585, 0.33204)  0.04
H (-5.11512, -1.95942, -0.39833)  0.07
H (-5.19206, -1.15108, -3.42846)  0.05
H (-4.18033, -2.42420, -2.74787)  0.07
H (-3.44462, -1.12003, -3.67782)  0.05
H (-2.08481, 0.68435, -3.67902)  0.05
H (-2.20571, 3.74110, -3.54673)  0.07
H (-1.03423, 2.85565, -4.53109)  0.05
H (-1.01514, 2.68729, -2.78380)  0.01
H (-4.13484, 2.51100, -5.04478)  0.06
H (-4.08191, 0.74635, -5.12304)  0.05
H (-2.80518, 1.71200, -5.87485)  0.07
Cl (7.43127, 3.58961, -1.06381)  0.64
C (6.05642, 2.63411, -1.53353)  -0.68
C (5.81688, 2.36214, -2.86529)  -0.10
C (4.69181, 1.62212, -3.18329)  -0.09
C (3.88173, 1.18040, -2.15081)  -0.18
N (4.11351, 1.45000, -0.86835)  0.01
C (5.17488, 2.19116, -0.56305)  -0.23
H (6.46805, 2.75803, -3.63241)  0.11
H (4.40959, 1.44539, -4.21029)  0.07
H (2.98539, 0.60829, -2.36613)  0.08
H (5.31045, 2.47433, 0.47387)  0.09
C (0.78987, 0.26446, -3.81659)  -0.04
C (0.28592, -0.47169, -2.62571)  -0.41
N (-0.26226, 0.04826, -1.54869)  0.11
C (-0.56381, -1.02416, -0.72780)  -0.17
C (-0.22211, -2.19358, -1.32502)  -0.10
N (0.31788, -1.83093, -2.53766)  0.10
H (1.03653, 1.29654, -3.56935)  -0.01
H (0.04931, 0.28711, -4.61958)  0.08
H (1.69513, -0.19795, -4.21634)  0.08
H (-1.02679, -0.89930, 0.23427)  0.07
H (-0.26678, -3.21333, -0.98559)  0.11
H (0.74144, -2.44553, -3.20886)  0.15

Forces on atoms 1 to 2 (eV/Å):
Cs -0.404 -0.115 -0.247
N -0.036 -0.004 0.072

The value obtained for the molar mass is 1258.890 u. For the energy above the lowest of the compared OMol25 structures with the same formula, charge and spin, the calculation gives 0.067 eV. As for the gap between HOMO and LUMO: 4.3 eV. As for the net charge: -2. The highest occupied orbital energy comes out at -0.86 eV.